The following is a DFT calculation (wB97M-V/def2-TZVPD) of C6H6O in the gas phase at a distorted geometry.

```
13
Properties=species:S:1:pos:R:3
C 2.82245 0.50099 0.04380
C 1.65951 0.24241 -0.15086
C 0.31420 -0.10822 -0.48910
C -0.08466 -1.39682 -0.53026
C -0.81238 0.87982 -0.32035
C -1.56101 0.25569 0.88059
O -1.60673 -0.93549 1.06996
H 3.85725 0.71210 0.20250
H 0.47630 -2.19239 -0.05385
H -1.01099 -1.69480 -1.00687
H -1.50996 0.93360 -1.17355
H -0.50299 1.90890 -0.09881
H -2.04099 0.89420 1.62681
```

As for the relative energy (zero: lowest compared OMol25 entry of this formula, charge and spin): 85.32 kcal per mole. As for the SMILES: C#CC(=C)CC=O. The calculation puts the total energy at -8362.80622 eV. Its total charge is 0. The value obtained for the HOMO-LUMO gap is 8.97 eV.

The following is a DFT calculation (wB97M-V/def2-TZVPD) of 4 unconnected molecules or ions with the total composition C17H21BrN3OP at a distorted geometry.

```
44
Properties=species:S:1:pos:R:3
O 4.05737 1.30181 0.56076
C 4.34922 0.31750 1.16292
Br 6.06704 0.38808 2.15096
C 3.55614 -0.95129 1.20383
P 4.71144 -2.51201 1.09074
H 2.92845 -0.95129 2.08997
H 2.97409 -0.94031 0.29129
H 5.26557 -2.26078 2.36445
H 3.58921 -3.36800 1.09142
H 5.20172 -1.98080 -0.13916
H 5.61287 -3.65049 0.92544
C -1.60868 -2.20057 -1.74510
C -1.18762 -0.96090 -1.29093
C 0.13545 -0.82769 -0.89791
N 1.02346 -1.81945 -0.92807
C 0.60050 -3.00294 -1.36628
C -0.69826 -3.24453 -1.78538
H -2.63148 -2.35294 -2.06338
H -1.86386 -0.11755 -1.24499
H 0.51040 0.12600 -0.53934
H 1.34161 -3.79494 -1.37991
H -0.98609 -4.22716 -2.13280
C -4.67590 1.85368 -4.81980
C -4.12402 2.83239 -4.01034
C -3.72197 2.48100 -2.73085
N -3.83339 1.25090 -2.23426
C -4.36962 0.32310 -3.02418
C -4.80472 0.56952 -4.31656
H -5.00219 2.08777 -5.82466
H -4.00680 3.84858 -4.35986
H -3.28678 3.21937 -2.06672
H -4.45986 -0.66775 -2.59279
H -5.23265 -0.22561 -4.91109
C -0.13999 1.40596 2.96934
C 1.19856 1.76287 2.93071
C 1.79850 2.17834 4.11080
N 1.16346 2.25687 5.27749
C -0.12208 1.91432 5.29466
C -0.81729 1.48298 4.17486
H -0.64820 1.07275 2.07285
H 1.77001 1.71644 2.01290
H 2.84532 2.46294 4.12364
H -0.61668 1.98896 6.25696
H -1.86225 1.21489 4.24838
```

As for the SMILES: O=C(Br)C[PH4].c1ccncc1.c1ccncc1.c1ccncc1. The calculation puts the total energy at -103815.45613 eV. Its total charge is 0. The value obtained for the HOMO-LUMO gap is 9.18 eV.

The following is a DFT calculation (wB97M-V/def2-TZVPD) of 8 unconnected molecules or ions with the total composition C42H47N12O5P2 at a distorted geometry.

```
108
Properties=species:S:1:pos:R:3
C 0.32533 4.45080 1.14174
C -0.19313 3.40133 1.96049
N -0.96028 2.20762 2.47182
C -0.12503 0.92020 2.64140
C -0.01287 0.19243 1.17699
N -1.00690 0.46506 0.26238
C -2.29086 2.11406 2.75593
N -3.04479 0.85468 3.23415
C -4.52017 1.14094 3.39585
N -4.52246 2.63238 3.00865
P -6.17211 3.30183 3.11002
P -7.53649 1.77803 2.24024
O -6.83167 0.85620 1.16757
O -8.19800 0.85373 3.58299
O -8.91622 2.52027 1.41377
N -3.29811 3.22565 2.65767
C -3.23459 4.68371 2.29906
O -2.41072 5.45850 3.27530
O -2.09570 6.61191 2.72632
H 0.69218 5.22651 0.31114
H 0.97336 1.27178 2.94935
H -0.49894 0.23878 3.51382
H 0.86572 -0.50236 0.83309
H -0.83292 -0.02769 -0.64604
H -5.42759 0.46444 3.71944
H -6.33934 4.43519 2.19283
H -7.68243 -0.00717 3.64781
H -8.53088 3.07574 0.65781
H -2.64476 4.78050 1.26630
H -4.25804 5.22105 2.13377
H -1.22276 6.53018 2.23046
N 2.69623 -1.21020 2.53892
C 3.59403 -1.92446 1.82538
C 4.29294 -3.00883 2.33116
C 4.06181 -3.38347 3.65052
C 3.14442 -2.66621 4.41148
C 2.49167 -1.59870 3.81628
H 3.74187 -1.59118 0.80228
H 5.00063 -3.54787 1.71158
H 4.59187 -4.22746 4.08222
H 2.94227 -2.93256 5.44272
H 1.76387 -1.00998 4.36767
N -0.57458 -3.90545 2.54745
C -1.74692 -4.51114 2.83748
C -1.91795 -5.39426 3.89152
C -0.82011 -5.67848 4.69678
C 0.40123 -5.07179 4.42223
C 0.47287 -4.19964 3.34792
H -2.57277 -4.25964 2.17840
H -2.88355 -5.84974 4.07971
H -0.91537 -6.36680 5.53152
H 1.27576 -5.27278 5.03055
H 1.40299 -3.69832 3.09521
N -1.21458 -7.94713 -1.84182
C -1.26935 -8.87945 -0.86554
C -1.10728 -8.59558 0.48105
C -0.87050 -7.27608 0.85166
C -0.80667 -6.29358 -0.13106
C -0.98509 -6.67464 -1.45124
H -1.45304 -9.89456 -1.20537
H -1.16383 -9.38419 1.22277
H -0.73707 -7.01535 1.89754
H -0.62312 -5.25629 0.12507
H -0.94788 -5.94405 -2.25446
N 3.71611 -2.74537 -1.27823
C 2.77302 -3.04015 -2.19966
C 3.03955 -3.68857 -3.39492
C 4.35361 -4.05483 -3.66622
C 5.34750 -3.76326 -2.73763
C 4.98240 -3.11493 -1.56874
H 1.76378 -2.73113 -1.94351
H 2.24204 -3.90239 -4.09743
H 4.60125 -4.56347 -4.59337
H 6.38111 -4.03495 -2.91955
H 5.72122 -2.86868 -0.81123
N 2.58280 6.95720 -0.64414
C 2.84952 7.62634 0.49887
C 4.12029 8.02846 0.87778
C 5.18524 7.72356 0.03670
C 4.94267 7.03363 -1.14663
C 3.63658 6.67696 -1.44130
H 1.98618 7.83784 1.12304
H 4.27595 8.56589 1.80633
H 6.19580 8.02125 0.30088
H 5.75104 6.78051 -1.82319
H 3.39551 6.14058 -2.35480
N -0.51198 4.62827 -2.30256
C -0.00670 5.77338 -2.81125
C 0.59758 5.86341 -4.05499
C 0.69448 4.70904 -4.82476
C 0.18510 3.51396 -4.32734
C -0.40485 3.52445 -3.07364
H -0.10348 6.64578 -2.17157
H 0.98370 6.81046 -4.41453
H 1.16276 4.74031 -5.80424
H 0.24551 2.59691 -4.90236
H -0.82052 2.61767 -2.64320
N -0.28941 0.66139 -5.83337
C 0.35462 -0.51660 -5.68196
C -0.22613 -1.74988 -5.93075
C -1.54961 -1.78010 -6.35734
C -2.24002 -0.58355 -6.52079
C -1.57268 0.60028 -6.25043
H 1.38406 -0.44067 -5.34411
H 0.33958 -2.66462 -5.79476
H -2.03901 -2.72808 -6.56101
H -3.27245 -0.57326 -6.85134
H -2.06734 1.56057 -6.36644
```

The calculation puts the total energy at -90990.85605 eV. Its total charge is +1. The value obtained for the HOMO-LUMO gap is 7.11 eV.